(1)
{
  "formula": "C15H27N3O3",
  "method": "the ωB97M-V functional and the def2-TZVPD basis",
  "elements": ["C", "C", "C", "C", "N", "C", "O", "C", "N", "C", "C", "O", "C", "O", "N", "C", "C", "C", "C", "C", "C", "H", "H", "H", "H", "H", "H", "H", "H", "H", "H", "H", "H", "H", "H", "H", "H", "H", "H", "H", "H", "H", "H", "H", "H", "H", "H", "H"],
  "coordinates": [[-1.279, 0.707, 3.408], [0.031, 1.066, 2.883], [0.654, 0.073, 1.948], [0.717, -1.341, 2.161], [1.795, 0.667, 1.262], [2.321, 0.261, 0.089], [1.899, -0.848, -0.458], [3.533, 1.148, -0.603], [2.751, 2.450, -0.989], [2.153, 3.314, 0.087], [1.299, 4.377, -0.659], [2.731, 3.250, 1.040], [-0.477, 0.347, 0.712], [-0.464, 1.487, -0.103], [-0.973, -0.712, 0.180], [-1.910, -0.582, -1.211], [-1.155, -0.629, -2.373], [-0.476, -2.168, -2.568], [-1.642, -3.164, -2.388], [-2.401, -3.082, -1.142], [-2.908, -1.744, -1.229], [-1.454, -0.273, 3.858], [-1.670, 1.474, 3.983], [-2.140, 0.684, 2.691], [-0.071, 2.179, 2.584], [0.853, 1.033, 3.805], [1.461, -1.419, 3.136], [0.972, -1.761, 1.260], [-0.393, -1.753, 2.486], [2.404, 1.445, 1.644], [4.042, 0.583, -1.285], [4.079, 1.497, 0.328], [2.161, 2.192, -1.932], [0.507, 3.800, -0.576], [1.313, 5.100, 0.129], [1.734, 4.510, -1.577], [-0.798, -1.688, 0.431], [-2.446, 0.281, -0.988], [-1.679, -0.380, -3.270], [-0.408, -0.106, -2.332], [0.125, -2.146, -3.391], [0.221, -2.303, -1.571], [-1.128, -4.358, -2.519], [-1.980, -3.088, -3.320], [-3.166, -3.828, -1.260], [-1.565, -3.321, -0.425], [-3.835, -1.414, -1.900], [-3.336, -1.817, -0.042]],
  "forces_ev_per_a": [[-2.9819, -1.9302, -0.9811], [3.7991, 1.2532, 3.5917], [-3.3437, 4.9118, -5.3557], [-1.6140, -1.2080, 6.5490], [3.0436, 1.2198, 0.7620], [-0.1281, -4.6557, -2.5879], [1.5987, 4.0966, 1.2852], [-5.4386, 3.1510, 6.1050], [-1.1732, -2.7995, -3.5931], [-0.1293, -0.7516, -12.1853], [3.3085, -0.4841, 4.6770], [3.1219, 0.5964, 9.7469], [3.0422, 4.0529, -4.6802], [-0.4305, -4.3145, 4.8424], [-3.4721, -1.7769, -3.3986], [-0.9351, -2.3532, 5.1284], [-2.3955, -7.6730, -3.4808], [-1.6808, 1.8884, 7.1220], [6.8347, -5.0285, -1.0430], [2.0360, -1.7803, -2.9357], [-4.4213, 3.3982, 6.2334], [0.7036, 0.1693, 0.5335], [-0.3195, 1.3103, 1.9772], [1.0388, 0.0570, -0.5861], [0.8825, -2.0602, -0.3475], [-2.0412, 0.5850, -1.6000], [-1.6408, -0.7116, -2.6163], [1.3868, -1.5579, -1.5679], [2.9168, 0.9723, -0.5407], [-1.7760, -1.1242, 0.1135], [1.1309, -0.8550, -2.0495], [0.2490, -0.6276, -1.5052], [1.5000, 1.1824, 3.3625], [-5.1182, -1.8672, -0.6864], [-0.4286, 1.4706, -0.3861], [0.6704, 0.7805, -1.9653], [-0.0412, 1.0454, 0.3434], [-0.6186, 1.7334, 0.0658], [-0.8129, 0.0943, -0.5321], [8.0448, 6.1912, 0.4009], [1.2568, -0.5239, -2.3658], [-1.2033, 0.5808, -2.5880], [-1.1518, 3.0484, 0.5380], [-3.4584, 0.1536, -3.4504], [-0.3636, -0.3824, 0.9532], [-1.5798, 0.3944, 0.2960], [2.1215, -1.4180, 1.1560], [0.0114, 1.5463, -2.7541]],
  "mulliken_charge": [-1.471, -0.080, 1.250, -1.715, -0.107, 0.683, -0.668, -1.122, -0.323, 0.960, -1.602, -0.513, -0.638, -0.729, 0.400, -0.331, -1.532, -0.539, -0.959, -0.401, -0.529, 0.328, 0.492, 0.262, 0.145, 0.341, 0.287, 0.595, 0.178, 0.477, 0.454, 0.377, 0.301, 0.412, 0.376, 0.404, 0.187, 0.719, 0.439, 0.702, 0.676, 0.073, 0.232, 0.540, 0.397, 0.136, 0.261, 0.173],
  "multiplicity": 1,
  "max_force_ha_per_bohr": 0.2374,
  "homo_ev": -8.71,
  "smiles": "CC[C@](C)(NC(=O)CNC(C)=O)C(=O)NC1CCCCC1",
  "relative_energy_kj_mol": 1201.40,
  "energy_ha": -977.39448
}


(2)
{
  "formula": "C15H27N6O5",
  "method": "the ωB97M-V functional and the def2-TZVPD basis",
  "elements": ["C", "C", "O", "N", "C", "C", "C", "O", "O", "C", "N", "C", "O", "C", "N", "N", "C", "C", "C", "O", "C", "N", "C", "C", "C", "N", "H", "H", "H", "H", "H", "H", "H", "H", "H", "H", "H", "H", "H", "H", "H", "H", "H", "H", "H", "H", "H", "H", "H", "H", "H", "H", "H"],
  "coordinates": [[5.083, 2.018, 0.802], [3.853, 1.742, -0.080], [2.694, 2.415, 0.462], [1.730, 1.568, 0.980], [1.751, 1.385, 2.417], [2.086, -0.024, 2.941], [2.951, -0.833, 2.026], [2.556, -1.418, 1.041], [4.249, -0.860, 2.400], [0.857, 1.120, 0.073], [0.974, 1.423, -1.210], [-0.044, 0.840, -1.782], [-0.283, 0.966, -3.107], [0.140, -0.064, -3.799], [0.520, -0.909, -4.508], [-0.804, 0.187, -0.932], [-2.025, -0.538, -1.324], [-3.229, 0.369, -1.616], [-3.476, 0.664, -3.096], [-4.792, 0.361, -3.452], [-4.894, 0.197, -4.865], [-0.233, 0.337, 0.296], [-0.878, -0.266, 1.453], [-0.676, -1.773, 1.574], [-1.390, -2.193, 2.853], [-1.540, -3.640, 2.912], [5.691, 1.149, 1.008], [5.727, 2.719, 0.287], [4.756, 2.525, 1.701], [4.023, 2.216, -1.037], [3.667, 0.696, -0.293], [2.485, 2.070, 2.807], [0.811, 1.707, 2.852], [1.215, -0.617, 3.192], [2.628, 0.101, 3.870], [4.746, -0.931, 1.576], [-2.319, -1.246, -0.567], [-1.790, -1.127, -2.204], [-4.107, -0.093, -1.184], [-3.105, 1.315, -1.092], [-2.804, 0.028, -3.685], [-3.190, 1.687, -3.344], [-4.289, 0.961, -5.350], [-4.477, -0.764, -5.156], [-5.923, 0.291, -5.171], [-0.632, 0.216, 2.386], [-1.946, -0.123, 1.325], [0.369, -2.023, 1.701], [-1.140, -2.311, 0.757], [-0.792, -1.846, 3.708], [-2.344, -1.682, 2.960], [-0.656, -4.056, 2.651], [-1.785, -3.939, 3.842]],
  "forces_ev_per_a": [[-0.3382, 0.2141, -0.5368], [0.8341, 0.3476, -0.0562], [-0.4055, -0.1279, 0.1130], [0.3965, -0.0867, 0.0135], [-0.2845, -0.3371, 0.1755], [0.2874, -0.2691, 0.4968], [0.2135, -0.7093, -0.5568], [0.0646, 0.6835, 0.3597], [-0.5078, 0.8379, -0.1943], [-0.0701, -0.1556, 1.0071], [0.2738, 0.3012, -0.9476], [1.0989, 0.7681, 0.8011], [-0.3987, -0.4146, 0.0574], [0.8073, -1.4367, -1.8866], [-0.7952, 1.4430, 1.4672], [-1.0943, -0.7726, -1.4322], [-0.7742, 0.1215, 0.0818], [0.1532, 0.5407, 0.0932], [0.5442, -0.6751, -0.0697], [-0.2634, 0.1103, 0.0017], [0.5327, 0.2320, 0.2978], [0.3530, 0.5486, 0.4181], [-0.5590, -1.0152, -0.2831], [-0.3847, 0.2498, 0.9634], [0.4553, -0.2265, 0.6559], [-0.1684, 0.3941, -0.5704], [-0.0412, -0.2374, 0.2674], [0.1858, 0.1637, -0.0692], [0.0901, -0.1916, 0.3995], [-0.2216, 0.0882, -0.2907], [-0.3019, -0.2031, 0.2685], [0.2973, 0.3005, -0.2299], [-0.2434, 0.0791, 0.0184], [-0.3056, -0.0051, -0.2013], [0.0585, 0.0914, 0.2246], [0.3891, -0.6447, 0.0014], [0.3573, -0.1361, 0.4152], [0.2920, -0.1278, -0.1263], [-0.2966, -0.1560, -0.1086], [0.0248, 0.0642, 0.2549], [0.1045, -0.1101, -0.1113], [-0.2401, 0.2793, -0.0716], [-0.1192, 0.2381, -0.2662], [-0.0956, -0.2702, -0.0644], [-0.2627, -0.0460, 0.0568], [0.3871, 0.4451, -0.0769], [-0.2030, 0.3768, -0.0236], [0.2352, -0.1194, -0.5490], [0.2370, -0.1203, -0.3303], [0.0850, 0.3059, 0.0178], [-0.3805, -0.1696, -0.1480], [0.0115, -0.2968, 0.1503], [-0.0138, -0.1640, 0.1231]],
  "mulliken_charge": [-1.082, -0.213, -0.429, 0.242, -1.350, 0.269, 0.392, -0.537, -0.480, 0.426, -0.565, 0.542, -0.347, 0.560, -0.397, 0.037, -0.704, -0.868, -0.525, -0.427, -0.776, 0.586, -1.727, -0.045, -0.684, -0.640, 0.285, 0.348, 0.271, 0.473, 0.251, 0.496, 0.533, -0.208, 0.446, 0.420, 0.274, 0.612, 0.546, 0.311, 0.289, 0.380, 0.343, 0.301, 0.279, 0.574, 0.610, 0.299, 0.468, 0.310, 0.357, 0.226, 0.253],
  "charge": 1,
  "multiplicity": 1,
  "max_force_ha_per_bohr": 0.0487,
  "homo_ev": -12.29,
  "smiles": "CCON(CCC(=O)O)c1nc(OC#N)n(CCCOC)[n+]1CCCN",
  "energy_ha": -1292.11200
}


no.,orbital gap (hartree)
1,0.347
2,0.351